[1]
Computed, not measured: a molecular structure, C40H31MoN11O2S2, with ωB97M-V with the def2-TZVPD basis set.

Results
* highest occupied orbital energy (spin up / spin down): -7.9 / -8.1 eV
* multiplicity: 3
* frontier orbital gap (spin up / spin down): 0.25167 / 0.24120 hartree
* E_tot: -85996.818 eV

CARTESIAN COORDINATES (ANGSTROEM)
Mo -0.248 0.180 -1.146
C -0.813 -0.715 -5.372
C 0.408 -1.249 -5.790
C 1.496 -1.115 -4.969
C 1.371 -0.484 -3.722
N 0.163 -0.109 -3.269
C -0.886 -0.167 -4.121
N 2.563 -0.245 -3.064
C 2.678 0.430 -1.976
N 1.724 0.959 -1.135
C 2.376 1.687 -0.116
N 1.953 2.437 0.813
C 0.620 2.696 1.155
C 0.420 3.818 1.958
C -0.844 4.099 2.432
C -1.872 3.219 2.130
C -1.582 2.132 1.332
N -0.375 1.886 0.809
C 3.841 1.492 -0.299
C 4.907 1.928 0.460
C 6.178 1.553 0.037
C 6.359 0.775 -1.108
C 5.273 0.355 -1.869
C 4.021 0.734 -1.429
H -1.693 -0.733 -5.999
H 0.501 -1.740 -6.750
H 2.483 -1.461 -5.239
H -1.813 0.251 -3.761
H 1.283 4.423 2.199
H -1.021 4.973 3.047
H -2.879 3.360 2.498
H -2.363 1.424 1.088
H 4.748 2.526 1.348
H 7.043 1.861 0.608
H 7.360 0.488 -1.400
H 5.392 -0.253 -2.756
C -0.955 5.637 -2.133
S -2.441 4.674 -1.798
C -1.853 3.025 -1.741
S -0.239 2.581 -2.123
N -2.785 2.190 -1.407
N -2.317 0.867 -1.445
C -3.268 0.016 -1.512
C -2.981 -1.406 -1.700
C -3.992 -2.328 -1.867
C -3.643 -3.653 -2.077
C -2.303 -3.982 -2.133
C -1.354 -2.982 -1.968
N -1.685 -1.714 -1.748
H -1.297 6.596 -2.516
H -0.340 5.154 -2.887
H -0.378 5.784 -1.223
H -4.288 0.385 -1.504
H -5.024 -2.008 -1.808
H -4.405 -4.413 -2.192
H -1.975 -4.998 -2.303
H -0.300 -3.211 -2.028
N 0.957 -1.508 -0.876
C 1.849 -2.248 -0.947
C 2.865 -3.164 -1.098
C 2.957 -3.812 -2.362
N 2.979 -4.300 -3.407
C 3.811 -3.369 -0.055
N 4.576 -3.519 0.794
C -0.648 -1.380 7.085
C -0.967 -1.246 5.620
C -0.068 -1.656 4.650
C -0.350 -1.563 3.290
C 0.714 -2.027 2.326
C -1.599 -1.062 2.891
C -2.527 -0.633 3.860
C -3.873 -0.032 3.527
C -2.184 -0.724 5.202
C -1.958 -0.940 1.436
O -3.121 -1.039 1.053
O -0.966 -0.664 0.649
H 0.415 -1.555 7.243
H -1.194 -2.219 7.523
H -0.935 -0.483 7.635
H 0.893 -2.058 4.954
H 1.504 -2.547 2.867
H 1.158 -1.184 1.795
H 0.312 -2.700 1.569
H -3.784 0.783 2.807
H -4.330 0.360 4.435
H -4.540 -0.765 3.078
H -2.895 -0.378 5.946

[2]
Computed, not measured: a molecular structure, C40H32Cl2MoN4O3P2STe, with ωB97M-V with the def2-TZVPD basis set.

Results
* highest occupied orbital energy (spin up / spin down): -12.7 / -12.6 eV
* total charge: +2
* multiplicity: 3
* frontier orbital gap (spin up / spin down): 0.26666 / 0.16658 hartree
* E_tot: -117690.999 eV

CARTESIAN COORDINATES (ANGSTROEM)
Mo -0.044 0.122 -2.284
Te -3.835 -0.412 -1.265
C -4.610 -0.253 0.685
C -4.471 -1.322 1.557
C -4.904 -1.137 2.866
N -5.433 -0.001 3.308
C -5.581 1.000 2.448
C -5.186 0.932 1.115
C -1.833 -0.149 -0.774
P -1.162 1.481 -0.805
C -2.483 2.601 -1.374
C -2.885 2.572 -2.711
C -3.921 3.380 -3.155
C -4.558 4.237 -2.268
C -4.155 4.286 -0.939
C -3.124 3.472 -0.492
C -0.677 2.166 0.791
C 0.302 3.157 0.812
C 0.688 3.722 2.018
C 0.105 3.295 3.204
C -0.874 2.309 3.188
C -1.267 1.748 1.982
P -0.779 -1.574 -0.841
C -0.045 -2.039 0.736
C -0.599 -1.684 1.962
C 0.030 -2.055 3.141
C 1.206 -2.793 3.097
C 1.754 -3.162 1.875
C 1.135 -2.782 0.695
C -1.854 -2.971 -1.286
C -2.385 -3.800 -0.295
C -3.259 -4.821 -0.635
C -3.605 -5.030 -1.964
C -3.068 -4.224 -2.958
C -2.193 -3.203 -2.619
H -4.045 -2.270 1.253
H -4.816 -1.943 3.586
H -6.034 1.907 2.834
H -5.333 1.779 0.460
H -2.377 1.914 -3.407
H -4.224 3.355 -4.193
H -5.359 4.876 -2.614
H -4.640 4.968 -0.252
H -2.808 3.529 0.542
H 0.768 3.488 -0.111
H 1.444 4.496 2.033
H 0.408 3.739 4.143
H -1.336 1.987 4.111
H -2.044 0.992 1.964
H -1.523 -1.119 1.995
H -0.401 -1.779 4.094
H 1.693 -3.089 4.017
H 2.667 -3.743 1.841
H 1.576 -3.060 -0.257
H -2.103 -3.658 0.741
H -3.661 -5.465 0.137
H -4.281 -5.834 -2.227
H -3.316 -4.403 -3.995
H -1.750 -2.602 -3.403
Cl 0.945 1.586 -4.157
C -0.060 0.826 -5.423
Cl -1.125 -0.333 -4.562
H 0.575 0.280 -6.110
H -0.663 1.586 -5.908
O 10.664 -1.329 -1.805
S 10.130 -0.523 -0.750
O 9.739 0.852 -0.930
O 8.779 -1.344 -0.263
C 7.871 -0.646 0.487
N 8.289 -0.165 1.644
C 7.372 0.482 2.354
C 6.061 0.619 1.922
C 5.747 0.051 0.698
N 6.666 -0.578 -0.038
C 4.391 0.115 0.098
C 3.240 0.290 0.853
C 2.007 0.322 0.227
N 1.853 0.200 -1.097
C 2.975 0.022 -1.822
C 4.237 -0.029 -1.280
H 7.697 0.899 3.300
H 5.339 1.163 2.513
H 3.272 0.377 1.930
H 1.113 0.445 0.818
H 2.853 -0.109 -2.891
H 5.098 -0.191 -1.912

[3]
Computed, not measured: a molecular structure, C40H32I2N2O3P2S2W, with ωB97M-V with the def2-TZVPD basis set.

Results
* highest occupied orbital energy: -12.9 eV
* total charge: +2
* frontier orbital gap: 0.21088 hartree
* E_tot: -109386.472 eV

CARTESIAN COORDINATES (ANGSTROEM)
W 0.286 1.278 0.729
O -3.893 2.604 1.272
C -3.888 2.711 2.622
C -5.109 3.035 3.209
C -5.207 3.181 4.575
C -4.090 3.010 5.397
C -2.883 2.688 4.830
C -2.755 2.527 3.438
C -1.457 2.161 2.902
O -1.349 1.970 1.569
N -0.407 2.021 3.636
N 0.698 1.711 2.853
C 1.829 1.732 3.467
C 3.109 1.497 2.847
C 4.264 1.536 3.632
C 5.510 1.366 3.058
C 5.614 1.164 1.686
C 4.478 1.117 0.887
C 3.241 1.280 1.476
O 2.135 1.198 0.685
H -2.990 2.469 0.954
H -5.964 3.177 2.562
H -6.162 3.438 5.013
H -4.175 3.131 6.467
H -2.006 2.547 5.446
H 1.799 1.981 4.524
H 4.170 1.707 4.698
H 6.399 1.399 3.671
H 6.587 1.043 1.230
H 4.537 0.962 -0.181
S -0.120 -0.815 1.988
P 0.476 -1.682 0.218
C 0.250 -0.196 -0.662
P -0.779 0.337 -1.946
S -0.929 2.244 -1.207
C -2.373 -0.461 -2.059
C -2.557 -1.448 -3.030
C -3.754 -2.145 -3.074
C -4.757 -1.857 -2.159
C -4.572 -0.878 -1.191
C -3.379 -0.178 -1.134
C -0.060 0.368 -3.576
C -0.788 0.981 -4.598
C -0.241 1.066 -5.866
C 1.019 0.535 -6.116
C 1.741 -0.077 -5.101
C 1.203 -0.155 -3.825
C -0.480 -3.092 -0.274
C -1.856 -3.102 -0.038
C -2.605 -4.185 -0.461
C -1.989 -5.243 -1.119
C -0.621 -5.232 -1.355
C 0.144 -4.159 -0.926
C 2.210 -2.102 0.375
C 2.693 -2.548 1.605
C 4.029 -2.895 1.732
C 4.878 -2.803 0.637
C 4.398 -2.364 -0.589
C 3.065 -2.009 -0.721
H -1.776 -1.664 -3.748
H -3.907 -2.904 -3.829
H -5.696 -2.393 -2.207
H -5.362 -0.648 -0.489
H -3.240 0.594 -0.388
H -1.775 1.387 -4.404
H -0.798 1.541 -6.662
H 1.440 0.599 -7.111
H 2.719 -0.491 -5.304
H 1.761 -0.608 -3.019
H -2.331 -2.277 0.478
H -3.670 -4.209 -0.272
H -2.581 -6.089 -1.442
H -0.149 -6.066 -1.856
H 1.215 -4.155 -1.083
H 2.034 -2.620 2.462
H 4.407 -3.242 2.684
H 5.919 -3.081 0.740
H 5.061 -2.301 -1.442
H 2.690 -1.661 -1.673
I 1.044 4.296 0.722
C 1.426 4.716 -1.341
I 2.591 3.272 -2.341
H 1.956 5.661 -1.333
H 0.459 4.797 -1.822